Record 1
Molecular formula: C3H12O4
Method: DFT, the ωB97M-V functional and the def2-TZVPD basis

## Properties
Kohn-Sham gap in eV: 10.375
Charge: 0
Relative energy (zero: lowest compared OMol25 entry of this formula, charge and spin) in eV: 2.257
Multiplicity: 1
Molecular weight in Da: 112.125
Electronic energy in hartree: -422.37852

Each line ends with the natural charge from an NBO analysis.
Cartesian coordinates (Å):
O: -0.0914 2.7336 -0.6233  -0.73
C: -0.4931 1.4864 -1.2313  -0.08
C: -0.5897 0.4662 -0.0963  -0.46
C: -0.0711 -1.0270 -0.2510  -0.07
O: -0.7677 -1.8676 0.6804  -0.73
H: 0.8671 2.8204 -0.5113  0.46
H: -1.5528 1.7032 -1.4419  0.19
H: 0.1076 1.2945 -2.1078  0.18
H: -0.0891 0.9881 0.7793  0.21
H: -1.6412 0.3534 0.1812  0.22
H: -0.3571 -1.3115 -1.3056  0.18
H: 1.0049 -1.2197 -0.0328  0.16
H: -1.3536 -2.4021 0.0194  0.47
O: 0.5906 -3.5226 -1.6935  -0.92
H: 1.5116 -3.3236 -1.4664  0.46
H: 0.6533 -4.1351 -0.9150  0.46
O: 0.5297 2.5647 3.5161  -0.95
H: 1.3715 2.7622 2.9357  0.48
H: 0.3705 1.6367 3.5641  0.47



Record 2
Molecular formula: C20H24ClN3OS2
Method: DFT, the ωB97M-V functional and the def2-TZVPD basis

## Properties
Kohn-Sham gap in eV: 7.185
Charge: 0
Relative energy (zero: lowest compared OMol25 entry of this formula, charge and spin) in eV: 17.893
Multiplicity: 1
Molecular weight in Da: 422.019
Electronic energy in hartree: -2271.95455

Each line ends with the natural charge from an NBO analysis.
Cartesian coordinates (Å):
C: -5.0333 -3.0284 0.4331  -0.24
H: -4.8501 -2.3856 1.2215  0.18
O: -4.5896 -2.2427 -0.8571  -0.56
C: -3.4520 -1.7128 -0.8084  -0.02
C: -2.2861 -2.8140 -1.1166  -0.24
N: -1.1150 -2.0141 -1.0051  -0.62
C: -0.4494 -1.6704 0.2068  0.19
N: 0.7191 -0.7575 -0.2725  -0.49
C: 1.2131 -0.4151 -1.5513  -0.15
H: 2.3710 -0.2832 -1.3384  0.20
H: 1.1153 -1.0977 -2.1137  0.16
C: 0.5002 0.9059 -2.1751  -0.46
C: 0.6596 1.7717 -1.2274  -0.14
C: 1.6866 2.9189 -0.8500  0.29
N: 1.3077 3.6633 0.0074  -0.50
C: -0.0001 3.3295 0.7171  0.07
C: -0.6577 3.7495 1.6638  -0.21
C: -1.9660 3.3016 1.9444  -0.29
C: -2.2841 2.3823 1.0402  0.08
C: -1.6784 1.7686 0.2018  -0.34
C: -0.4407 2.2636 -0.2690  0.04
H: -2.1509 0.9841 -0.3268  0.24
Cl: -3.9537 1.7276 1.5230  -0.14
H: -2.6156 3.7976 2.8244  0.26
H: -0.3349 4.9160 1.9524  0.21
H: 1.9820 4.4442 0.4776  0.41
C: 3.0115 2.7436 -1.5350  -0.65
H: 3.0081 2.6633 -2.5638  0.24
H: 3.2388 3.9310 -1.4929  0.19
H: 3.7821 2.3436 -0.8821  0.25
H: -0.4241 0.7165 -2.3851  0.21
H: 1.1100 1.0335 -3.1171  0.21
C: 1.5584 -0.2983 1.0109  -0.22
C: 2.7688 -1.2478 1.0953  -0.15
C: 2.9155 -2.4648 1.5560  -0.28
C: 4.3311 -2.6395 1.5353  -0.20
C: 5.1624 -1.8912 0.8460  -0.43
S: 4.3101 -0.4225 0.8835  0.37
H: 6.1777 -1.9110 0.8891  0.23
H: 4.4919 -3.6930 1.9034  0.20
H: 2.2083 -3.0723 2.0678  0.25
H: 0.7712 -0.4131 2.1208  0.24
H: 1.6498 0.6824 0.9069  0.20
S: -0.8736 -2.1891 1.5785  -0.04
H: -1.0088 -1.3726 -1.9930  0.39
H: -2.2945 -3.2867 -1.8885  0.17
H: -2.1632 -3.4195 -0.0648  0.20
H: -3.2582 -1.2855 0.2058  0.17
H: -3.5004 -0.8677 -1.7109  0.15
H: -6.2476 -3.2844 0.2773  0.20
H: -4.4222 -3.8577 0.4543  0.18



Record 3
Molecular formula: C12H9HfN4O6
Method: DFT, the ωB97M-V functional and the def2-TZVPD basis

## Properties
Kohn-Sham gap in eV: 8.393
Charge: +1
Relative energy (zero: lowest compared OMol25 entry of this formula, charge and spin) in eV: 0.033
Multiplicity: 1
Molecular weight in Da: 483.716
Electronic energy in hartree: -1181.17680

Each line ends with the natural charge from an NBO analysis.
Cartesian coordinates (Å):
Hf: -0.1769 0.6504 0.3389  2.52
O: 1.8719 -2.3851 2.2843  -0.49
C: 1.5924 -1.4640 1.5845  0.76
O: 0.3632 -0.9294 1.4483  -0.85
C: 2.5803 -0.7486 0.6907  0.12
C: 3.9349 -0.9829 0.5700  -0.18
C: 4.6420 -0.2173 -0.3560  -0.12
C: 3.9941 0.7317 -1.1445  -0.17
C: 2.6360 0.8967 -0.9586  0.11
N: 1.9858 0.1820 -0.0492  -0.55
C: 1.7033 1.8231 -1.7112  0.76
O: 2.0508 2.5347 -2.5994  -0.49
O: 0.4458 1.7042 -1.2470  -0.84
H: 4.4118 -1.7386 1.1779  0.27
H: 5.7067 -0.3697 -0.4713  0.25
H: 4.5172 1.3232 -1.8824  0.27
N: -3.8215 2.9284 0.6666  -0.74
C: -2.5657 2.6300 0.9530  0.70
O: -2.0914 1.4805 0.5767  -0.81
C: -1.7319 3.5333 1.6654  -0.52
C: -0.4827 2.9736 1.8392  0.54
N: 0.4202 2.2333 1.8095  -0.57
C: -2.1768 4.8018 2.1070  0.25
N: -2.6299 5.8126 2.4157  -0.25
H: -4.3912 2.2658 0.1684  0.43
H: -4.2242 3.8048 0.9619  0.44
C: -1.6543 -2.0866 -0.7914  -0.25
O: -1.0625 -0.7732 -1.0650  -0.77
H: -1.3068 -2.7858 -1.5463  0.21
H: -2.7369 -1.9975 -0.8049  0.21
H: -1.3008 -2.3844 0.1900  0.23
H: -1.2499 -0.4982 -1.9727  0.54



Record 4
Molecular formula: C25H20Co2NO6
Method: DFT, the ωB97M-V functional and the def2-TZVPD basis

## Properties
Kohn-Sham gap in eV: 5.335
Charge: -1
Relative energy (zero: lowest compared OMol25 entry of this formula, charge and spin) in eV: 1.668
Multiplicity: 1
Molecular weight in Da: 548.302
Electronic energy in hartree: -4236.30195

Each line ends with the natural charge from an NBO analysis.
Cartesian coordinates (Å):
C: 1.6034 -4.1330 -0.8759  -0.66
C: 0.7964 -2.8911 -1.0010  0.31
C: 0.2082 -2.5118 -2.3158  -0.70
N: 0.6114 -2.1780 0.0341  -0.42
C: -0.1486 -1.0091 0.0311  -0.29
C: -0.2643 -0.3780 1.3866  0.08
C: 0.6802 0.5413 1.8151  -0.23
C: 0.5746 1.1185 3.0655  -0.19
C: -0.4698 0.7744 3.9017  -0.23
C: -1.4089 -0.1468 3.4853  -0.22
C: -1.3056 -0.7255 2.2354  -0.23
H: 1.7010 -4.6554 -1.8287  0.20
H: 2.6056 -3.8966 -0.5161  0.24
H: 1.1378 -4.8136 -0.1611  0.23
H: 0.4843 -3.2119 -3.1040  0.22
H: -0.8811 -2.4888 -2.2641  0.22
H: 0.5468 -1.5216 -2.6233  0.23
H: 0.3004 -0.2966 -0.6710  0.20
H: -1.1496 -1.2385 -0.3529  0.18
H: 1.4861 0.8179 1.1536  0.22
H: 1.3029 1.8463 3.3841  0.21
H: -0.5545 1.2302 4.8770  0.20
H: -2.2303 -0.4109 4.1329  0.20
H: -2.0432 -1.4375 1.9027  0.20
O: 10.3759 -2.2518 -0.2725  -0.53
C: 9.3221 -2.4308 0.1155  0.56
Co: 7.6354 -2.7131 0.7181  -0.01
C: 7.0004 -4.3061 0.1960  0.44
O: 6.5337 -5.2912 -0.1311  -0.56
C: 7.6115 -2.7514 2.5285  0.54
O: 7.5353 -2.7776 3.6626  -0.52
C: 6.6309 -1.4080 -0.5099  -0.55
C: 5.9669 -1.5112 0.7810  -0.36
C: 4.8709 -2.4905 0.9291  -0.15
C: 4.0819 -2.5580 2.0630  -0.03
C: 3.3804 -3.7479 2.4077  -0.18
C: 2.7197 -3.8431 3.6010  -0.23
C: 2.6980 -2.7700 4.4810  -0.20
C: 3.3450 -1.5849 4.1632  -0.21
C: 4.0273 -1.4767 2.9846  -0.18
Co: 6.7563 0.3682 0.4671  -0.07
C: 8.4490 0.8054 -0.1175  0.52
O: 9.5023 1.0721 -0.4547  -0.55
C: 6.7158 0.6111 2.2667  0.50
O: 6.6448 0.7374 3.3953  -0.57
C: 5.3855 1.2986 -0.2501  0.47
O: 4.4974 1.8630 -0.6883  -0.57
H: 5.9258 -1.2591 -1.3299  0.19
H: 4.8630 -3.3168 0.2365  0.19
H: 3.4695 -4.6078 1.7638  0.20
H: 2.2838 -4.7878 3.8928  0.20
H: 2.2026 -2.8718 5.4329  0.20
H: 3.3484 -0.7622 4.8667  0.21
H: 4.5694 -0.5747 2.7655  0.23